Entry from OMol25: a 2-piece molecular cluster, C3H2FNO overall (the ωB97M-V functional and the def2-TZVPD basis).

ORCA input file:
```
! wB97M-V def2-TZVPD RIJCOSX def2/J DEFGRID3
* xyz 0 1
F -0.97 1.16 2.86
O -1.13 -1.75 -2.23
N -0.51 -0.89 -1.72
C 0.11 0.08 -1.60
C -0.10 0.63 2.04
C 0.73 0.11 1.35
H 1.17 -0.20 0.40
H 0.71 0.85 -1.11
*
```

Summary:
E = -9391.7473 eV
maximum force = 2.47 eV Å⁻¹
gap between HOMO and LUMO = 10.7 eV
HOMO level = -10.192 eV
relative energy (zero: lowest compared OMol25 entry of this formula, charge and spin) = 132.85 kcal/mol

Entry from OMol25: a 2-piece molecular cluster, C2H3NO8S2 overall (the ωB97M-V functional and the def2-TZVPD basis).

ORCA input file:
```
! wB97M-V def2-TZVPD RIJCOSX def2/J DEFGRID3
* xyz -2 1
S -2.48 0.00 0.07
S 2.10 0.85 0.17
O 1.82 2.00 1.01
O 2.17 1.24 -1.26
O 1.23 -2.52 0.70
O -2.60 -1.41 0.02
O 1.07 -1.68 -1.26
O -2.38 0.54 1.44
O 3.26 0.14 0.75
O -3.43 0.70 -0.77
N 1.01 -1.55 -0.01
C -0.88 0.52 -0.72
C 0.69 -0.34 0.56
H -1.09 0.20 -1.73
H -0.73 1.51 -0.42
H 0.23 -0.21 1.46
*
```

Summary:
E = -41659.1166 eV
maximum force = 7.98 eV Å⁻¹
gap between HOMO and LUMO = 8.5 eV
HOMO level = -2.651 eV
relative energy (zero: lowest compared OMol25 entry of this formula, charge and spin) = 1.10 kcal/mol

Entry from OMol25: C49H36ClIInN3O4P2S2 as an isolated structure (the ωB97M-V functional and the def2-TZVPD basis).

ORCA input file:
```
! wB97M-V def2-TZVPD RIJCOSX def2/J DEFGRID3
* xyz -2 1
I -1.82 4.34 3.60
In -0.03 0.57 0.60
Cl -1.66 0.20 7.53
S 2.40 -0.08 0.14
S -0.75 -2.21 -0.20
P 3.26 0.07 2.03
P 0.75 -3.19 0.62
O -2.20 0.42 0.77
O 0.87 2.51 -0.42
O -4.59 -0.68 1.77
O -0.33 2.02 2.10
N -0.64 0.84 -1.55
N 0.35 1.38 -2.36
N 0.17 -0.58 2.73
C -3.57 -0.98 2.72
C 4.74 2.44 1.33
C 3.69 1.87 2.05
C 3.61 3.24 -4.27
C 7.57 -1.61 1.52
C -1.69 0.40 -2.13
C -1.31 0.71 5.88
C -3.05 -0.10 -0.06
C 4.11 4.64 2.10
C -4.27 -0.65 0.44
C -0.70 1.58 3.26
C -1.67 1.97 5.49
C 3.26 -3.03 -2.60
C 0.15 -7.31 0.28
C 5.82 -0.63 2.84
C -0.85 -5.16 1.71
C 2.24 2.85 -2.33
C 4.38 -3.73 -2.16
C 4.21 4.22 -2.17
C 3.10 3.63 -1.58
C 1.06 2.21 -1.64
C 2.85 2.70 2.78
C 0.67 -6.03 0.08
C 4.46 4.03 -3.52
C 2.19 -3.38 -0.48
C -0.66 -0.17 4.99
C 5.42 -1.11 0.53
C 7.11 -1.12 2.73
C 0.18 -4.95 0.80
C 4.96 -0.61 1.74
C -1.37 -6.43 1.91
C 2.17 -2.86 -1.77
C 2.50 2.65 -3.68
C -0.17 -1.46 5.37
C -0.86 -7.51 1.20
C 4.96 3.81 1.37
C 6.72 -1.61 0.42
C 1.21 -2.76 2.23
C 0.60 -1.81 3.07
C 4.41 -4.24 -0.87
C -2.87 -0.14 -1.47
C 3.05 4.08 2.80
C 0.47 -2.22 4.46
C -5.23 -1.15 -0.42
C -5.05 -1.15 -1.80
C -3.87 -0.65 -2.31
C 3.32 -4.06 -0.03
C -1.35 2.39 4.19
C -0.41 0.23 3.67
H 4.88 4.83 -1.57
H 0.85 -3.19 4.73
H 5.33 4.49 -3.98
H 2.37 4.71 3.35
H 1.46 -5.88 -0.65
H -1.73 0.47 -3.22
H -5.81 -1.55 -2.46
H 3.25 -2.60 -3.60
H 5.78 4.25 0.80
H -2.18 2.63 6.17
H 5.46 -0.25 3.79
H 2.01 2.27 3.31
H 7.76 -1.12 3.60
H -2.94 -0.12 2.92
H -3.69 -0.65 -3.38
H 2.89 3.75 -0.52
H 8.57 -2.00 1.43
H -1.26 -8.51 1.36
H -1.25 -4.32 2.26
H 5.28 -4.76 -0.51
H 7.06 -2.00 -0.53
H 5.39 1.81 0.73
H -2.95 -1.81 2.37
H 0.55 -8.14 -0.28
H 3.81 3.07 -5.33
H 1.60 -3.62 2.75
H 1.29 -2.30 -2.09
H -4.10 -1.27 3.63
H 4.27 5.71 2.11
H 1.83 2.02 -4.25
H 5.23 -3.85 -2.81
H 3.35 -4.43 0.99
H -0.30 -1.80 6.39
H -6.14 -1.55 0.03
H 4.76 -1.12 -0.33
H -2.18 -6.57 2.62
*
```

Summary:
E = -130108.7811 eV
maximum force = 0.40 eV Å⁻¹
gap between HOMO and LUMO = 6.0 eV
HOMO level = -2.106 eV
relative energy (zero: lowest compared OMol25 entry of this formula, charge and spin) = 0.00 kcal/mol

Q: What is the formula in the third record?
A: C49H36ClIInN3O4P2S2

What did the third record say?
Entry from OMol25: C49H36ClIInN3O4P2S2 as an isolated structure (the ωB97M-V functional and the def2-TZVPD basis).

ORCA input file:
```
! wB97M-V def2-TZVPD RIJCOSX def2/J DEFGRID3
* xyz -2 1
I -1.82 4.34 3.60
In -0.03 0.57 0.60
Cl -1.66 0.20 7.53
S 2.40 -0.08 0.14
S -0.75 -2.21 -0.20
P 3.26 0.07 2.03
P 0.75 -3.19 0.62
O -2.20 0.42 0.77
O 0.87 2.51 -0.42
O -4.59 -0.68 1.77
O -0.33 2.02 2.10
N -0.64 0.84 -1.55
N 0.35 1.38 -2.36
N 0.17 -0.58 2.73
C -3.57 -0.98 2.72
C 4.74 2.44 1.33
C 3.69 1.87 2.05
C 3.61 3.24 -4.27
C 7.57 -1.61 1.52
C -1.69 0.40 -2.13
C -1.31 0.71 5.88
C -3.05 -0.10 -0.06
C 4.11 4.64 2.10
C -4.27 -0.65 0.44
C -0.70 1.58 3.26
C -1.67 1.97 5.49
C 3.26 -3.03 -2.60
C 0.15 -7.31 0.28
C 5.82 -0.63 2.84
C -0.85 -5.16 1.71
C 2.24 2.85 -2.33
C 4.38 -3.73 -2.16
C 4.21 4.22 -2.17
C 3.10 3.63 -1.58
C 1.06 2.21 -1.64
C 2.85 2.70 2.78
C 0.67 -6.03 0.08
C 4.46 4.03 -3.52
C 2.19 -3.38 -0.48
C -0.66 -0.17 4.99
C 5.42 -1.11 0.53
C 7.11 -1.12 2.73
C 0.18 -4.95 0.80
C 4.96 -0.61 1.74
C -1.37 -6.43 1.91
C 2.17 -2.86 -1.77
C 2.50 2.65 -3.68
C -0.17 -1.46 5.37
C -0.86 -7.51 1.20
C 4.96 3.81 1.37
C 6.72 -1.61 0.42
C 1.21 -2.76 2.23
C 0.60 -1.81 3.07
C 4.41 -4.24 -0.87
C -2.87 -0.14 -1.47
C 3.05 4.08 2.80
C 0.47 -2.22 4.46
C -5.23 -1.15 -0.42
C -5.05 -1.15 -1.80
C -3.87 -0.65 -2.31
C 3.32 -4.06 -0.03
C -1.35 2.39 4.19
C -0.41 0.23 3.67
H 4.88 4.83 -1.57
H 0.85 -3.19 4.73
H 5.33 4.49 -3.98
H 2.37 4.71 3.35
H 1.46 -5.88 -0.65
H -1.73 0.47 -3.22
H -5.81 -1.55 -2.46
H 3.25 -2.60 -3.60
H 5.78 4.25 0.80
H -2.18 2.63 6.17
H 5.46 -0.25 3.79
H 2.01 2.27 3.31
H 7.76 -1.12 3.60
H -2.94 -0.12 2.92
H -3.69 -0.65 -3.38
H 2.89 3.75 -0.52
H 8.57 -2.00 1.43
H -1.26 -8.51 1.36
H -1.25 -4.32 2.26
H 5.28 -4.76 -0.51
H 7.06 -2.00 -0.53
H 5.39 1.81 0.73
H -2.95 -1.81 2.37
H 0.55 -8.14 -0.28
H 3.81 3.07 -5.33
H 1.60 -3.62 2.75
H 1.29 -2.30 -2.09
H -4.10 -1.27 3.63
H 4.27 5.71 2.11
H 1.83 2.02 -4.25
H 5.23 -3.85 -2.81
H 3.35 -4.43 0.99
H -0.30 -1.80 6.39
H -6.14 -1.55 0.03
H 4.76 -1.12 -0.33
H -2.18 -6.57 2.62
*
```

Summary:
E = -130108.7811 eV
maximum force = 0.40 eV Å⁻¹
gap between HOMO and LUMO = 6.0 eV
HOMO level = -2.106 eV
relative energy (zero: lowest compared OMol25 entry of this formula, charge and spin) = 0.00 kcal/mol

What did the second record say?
Entry from OMol25: a 2-piece molecular cluster, C2H3NO8S2 overall (the ωB97M-V functional and the def2-TZVPD basis).

ORCA input file:
```
! wB97M-V def2-TZVPD RIJCOSX def2/J DEFGRID3
* xyz -2 1
S -2.48 0.00 0.07
S 2.10 0.85 0.17
O 1.82 2.00 1.01
O 2.17 1.24 -1.26
O 1.23 -2.52 0.70
O -2.60 -1.41 0.02
O 1.07 -1.68 -1.26
O -2.38 0.54 1.44
O 3.26 0.14 0.75
O -3.43 0.70 -0.77
N 1.01 -1.55 -0.01
C -0.88 0.52 -0.72
C 0.69 -0.34 0.56
H -1.09 0.20 -1.73
H -0.73 1.51 -0.42
H 0.23 -0.21 1.46
*
```

Summary:
E = -41659.1166 eV
maximum force = 7.98 eV Å⁻¹
gap between HOMO and LUMO = 8.5 eV
HOMO level = -2.651 eV
relative energy (zero: lowest compared OMol25 entry of this formula, charge and spin) = 1.10 kcal/mol

Q: Which of these has the lowest relative energy (zero: lowest compared OMol25 entry of this formula, charge and spin)?
A: C49H36ClIInN3O4P2S2